# C44H114N4O11

A 11-piece molecular cluster, C44H114N4O11 overall at a distorted geometry (the ωB97M-V functional and the def2-TZVPD basis, the Open Molecules 2025 dataset).

XYZ file:
```
173
Properties=species:S:1:pos:R:3:forces:R:3
C 2.704 6.079 27.497 -0.52 -0.65 -1.16
O 1.433 5.439 27.540 -0.32 0.21 -0.09
C 1.019 5.304 28.894 -0.03 1.74 -1.11
C -0.393 4.854 28.975 -1.16 0.47 1.70
C -1.023 5.161 30.423 -0.25 -2.07 -0.86
N -0.486 3.452 28.668 -0.13 -0.96 -0.02
H 2.776 6.498 26.455 0.33 -0.31 1.13
H 3.423 5.264 27.663 0.44 0.69 -0.08
H 2.775 6.856 28.277 0.11 -0.12 -0.39
H 1.722 4.712 29.404 0.70 -1.32 0.93
H 1.131 6.310 29.290 -0.35 0.35 0.59
H -0.990 5.462 28.282 0.11 0.18 -0.08
H -1.091 6.217 30.613 -0.28 0.52 -0.17
H -0.482 4.730 31.285 0.23 0.00 -0.64
H -2.030 4.638 30.456 0.94 0.98 -0.10
H -0.268 3.235 27.701 0.25 0.30 -0.07
H -1.429 3.107 28.792 -0.21 0.04 0.27
C -3.625 8.120 25.991 -0.93 -0.40 1.09
O -4.756 7.392 25.508 1.06 0.82 -0.21
C -4.295 6.396 24.614 -0.37 0.49 0.67
C -5.529 5.801 24.035 1.99 -2.91 -1.21
C -6.250 4.903 25.007 -0.58 0.18 0.11
N -4.972 4.875 22.993 -0.90 0.26 -0.61
H -3.926 9.107 26.379 0.14 -0.50 -0.49
H -2.871 8.161 25.232 0.45 0.58 -0.61
H -3.181 7.546 26.810 0.10 0.08 0.23
H -3.633 6.803 23.810 -0.44 -0.05 0.57
H -3.731 5.630 25.166 0.04 0.12 -0.19
H -6.104 6.562 23.569 -1.00 0.80 -0.02
H -5.640 4.129 25.495 -0.04 0.24 -0.73
H -7.152 4.468 24.588 0.04 -0.36 -0.39
H -6.625 5.508 25.784 -0.46 0.84 1.26
H -5.778 4.485 22.487 0.48 -0.12 0.18
H -4.494 5.412 22.265 -0.03 -0.18 0.16
C 2.447 7.929 22.088 -0.54 0.59 0.77
O 1.142 8.229 22.505 -1.01 0.23 -0.22
C 0.462 9.065 21.613 -1.50 -1.27 0.08
C -0.954 9.264 22.101 -1.14 1.51 0.34
C -1.779 8.010 22.134 1.08 -1.13 -0.24
N -1.625 10.183 21.141 1.32 -0.10 -0.57
H 2.540 7.923 21.019 0.06 -0.18 -0.72
H 2.613 6.964 22.510 0.87 -0.62 0.13
H 3.047 8.723 22.503 0.99 0.01 0.05
H 0.831 10.045 21.534 1.35 1.42 -0.09
H 0.415 8.620 20.612 0.12 -0.02 -0.08
H -0.906 9.702 23.129 0.05 -0.22 -0.56
H -1.530 7.378 22.983 0.00 0.06 0.27
H -1.494 7.410 21.265 -0.27 0.01 -0.15
H -2.840 8.160 22.107 -0.59 0.35 0.07
H -1.163 11.065 20.925 0.24 -0.45 0.37
H -2.562 10.414 21.356 -0.98 -0.09 0.54
C 1.545 3.792 21.199 0.63 -0.12 0.90
O 1.664 4.681 22.288 0.96 -0.22 -0.25
C 0.450 5.062 22.860 -0.09 1.17 -0.01
C -0.218 4.018 23.726 0.36 -0.51 1.15
C -1.433 4.609 24.427 -0.83 0.94 0.27
N 0.674 3.389 24.778 -0.14 0.40 -1.22
H 1.058 2.898 21.546 -0.82 -0.51 -0.26
H 2.539 3.447 20.954 0.41 0.24 -0.26
H 1.091 4.261 20.337 -0.41 0.05 -0.30
H 0.687 5.958 23.452 -0.10 -0.24 0.10
H -0.187 5.440 22.038 -0.36 -0.30 0.32
H -0.572 3.221 23.101 -0.15 -0.67 -0.42
H -2.371 4.627 23.832 0.75 -0.10 -0.12
H -1.253 5.683 24.731 -0.03 -1.04 -0.04
H -1.721 4.017 25.314 0.40 0.30 -0.20
H 1.653 3.280 24.465 -0.70 0.17 0.01
H 0.712 4.032 25.553 0.16 0.35 0.39
C -0.881 -0.202 29.304 -0.98 0.11 -0.16
C 0.266 0.028 28.381 1.59 1.19 -0.54
O 0.202 -0.982 27.361 0.43 0.55 0.04
C 1.407 -1.057 26.597 -0.65 1.71 -1.53
C 1.126 -1.727 25.230 -0.96 -0.26 -0.07
H -1.825 0.007 28.739 0.57 -0.12 0.64
H -0.896 -1.263 29.582 -0.03 0.29 0.15
H -0.804 0.441 30.196 -0.16 -0.26 -0.37
H 0.282 1.094 27.942 -0.34 -1.56 0.29
H 1.253 0.030 28.954 -0.93 -0.56 -0.63
H 1.821 -0.024 26.487 -0.41 -0.62 -0.24
H 2.112 -1.577 27.147 1.61 -1.34 1.23
H 0.627 -2.697 25.460 0.39 0.48 -0.24
H 1.952 -1.949 24.464 -0.91 0.74 1.54
H 0.325 -1.099 24.781 0.65 -0.45 -0.15
C -1.596 0.129 22.580 0.85 -0.55 0.78
C -0.906 -0.091 21.259 -0.98 1.28 -0.07
O -1.911 -0.347 20.277 1.09 -0.34 -0.73
C -1.364 -0.776 19.023 0.16 -0.49 -0.14
C -2.491 -0.846 18.037 -0.61 -0.58 -0.74
H -2.162 -0.741 22.931 0.12 0.08 -0.19
H -0.867 0.395 23.375 -0.26 -0.19 -0.49
H -2.266 0.949 22.506 -0.72 0.68 -0.07
H -0.405 0.853 20.993 0.20 -0.17 -0.10
H -0.173 -0.862 21.309 0.60 -0.91 -0.12
H -0.586 -0.144 18.559 -0.09 0.42 0.80
H -0.881 -1.775 19.092 -0.27 0.30 0.39
H -2.147 -1.322 17.069 -0.37 0.78 0.97
H -2.910 0.168 17.881 0.17 -0.61 -0.17
H -3.285 -1.498 18.445 0.21 0.34 -0.22
C 3.074 2.281 27.200 -0.17 -0.40 0.37
C 3.879 1.870 25.940 -1.56 0.71 1.27
O 3.874 2.959 25.039 0.47 -0.24 0.09
C 4.876 2.659 24.094 -0.89 -0.51 -1.22
C 4.933 3.786 23.069 -0.37 -1.37 0.07
H 2.022 2.561 26.968 0.80 -0.06 -0.15
H 2.977 1.470 27.970 0.40 0.52 -0.80
H 3.567 3.137 27.689 -0.21 -0.30 -0.19
H 4.920 1.652 26.171 0.01 -0.39 0.33
H 3.389 1.034 25.439 0.22 -0.37 0.06
H 5.809 2.480 24.626 0.39 0.17 -0.10
H 4.607 1.653 23.590 0.38 1.35 0.47
H 5.553 3.405 22.256 -0.14 0.43 -0.26
H 5.348 4.681 23.477 0.43 0.60 0.33
H 3.903 4.007 22.764 0.34 -0.08 -0.22
C -5.845 6.674 19.767 -0.70 -0.44 -0.26
C -4.378 6.404 19.613 0.41 0.33 0.00
O -4.108 5.095 20.043 1.31 -0.97 -0.32
C -2.721 4.660 19.819 -0.48 1.04 1.20
C -2.549 3.194 20.216 -2.52 0.65 -0.18
H -6.116 7.600 19.280 0.04 0.44 0.02
H -6.433 5.897 19.235 0.39 0.23 0.43
H -6.168 6.714 20.805 -0.02 -0.04 0.09
H -4.131 6.537 18.572 0.24 -0.21 -0.76
H -3.731 7.142 20.120 -0.28 -0.14 0.28
H -2.399 4.900 18.789 -0.29 -0.25 0.24
H -2.076 5.259 20.507 -0.34 -0.08 -0.44
H -3.151 3.012 21.151 0.68 0.22 -0.77
H -1.510 3.067 20.452 0.53 -0.75 -0.31
H -3.033 2.581 19.411 1.06 0.02 0.79
C -3.321 1.781 31.470 0.13 -0.52 1.56
C -4.161 1.935 30.258 0.95 -0.17 -0.76
O -3.999 3.246 29.773 0.90 0.18 1.16
C -4.696 3.491 28.609 -0.81 -0.31 -0.66
C -3.972 4.538 27.834 1.02 0.80 -0.22
H -3.635 2.426 32.297 -0.29 -0.17 -0.07
H -3.260 0.736 31.829 -0.37 0.43 -0.18
H -2.307 2.060 31.299 0.87 0.29 -0.53
H -3.735 1.263 29.474 -0.79 -0.02 0.34
H -5.203 1.754 30.478 -0.47 -0.39 -0.16
H -4.685 2.546 28.007 -0.56 0.64 0.24
H -5.718 3.829 28.883 0.15 -0.44 -0.48
H -2.964 4.141 27.600 -0.40 0.27 -0.12
H -3.803 5.477 28.410 -0.32 -0.58 -0.26
H -4.489 4.774 26.903 0.16 0.06 0.29
C -2.461 1.312 25.812 -0.24 -0.26 -0.54
C -3.892 1.671 25.377 1.38 0.13 0.20
O -4.110 1.185 24.105 1.38 -0.93 -1.10
C -5.421 1.087 23.695 -1.12 -0.09 0.23
C -5.536 0.925 22.220 -0.36 -2.00 -0.69
H -2.301 1.605 26.849 -0.03 -0.18 0.20
H -2.297 0.221 25.669 -0.04 0.70 0.33
H -1.697 1.851 25.228 -0.35 -0.23 0.04
H -4.617 1.273 26.041 -0.77 -0.71 1.01
H -4.034 2.739 25.396 0.00 0.81 -0.06
H -5.962 0.217 24.139 0.36 0.49 0.28
H -5.897 2.002 23.994 -0.80 0.57 0.26
H -6.573 1.028 21.883 0.03 -0.18 0.25
H -5.176 -0.092 21.924 -0.34 0.65 0.16
H -4.979 1.594 21.633 0.94 1.22 -0.46
C -0.083 8.994 25.933 -1.51 1.46 -0.63
C -0.605 8.889 27.379 0.94 -0.84 -0.48
O -1.695 9.742 27.575 -0.47 0.00 -0.79
C -2.315 9.677 28.830 -0.09 -0.46 0.70
C -3.623 10.485 28.870 1.10 -0.34 -2.07
H 0.969 8.835 25.849 0.75 -0.09 0.13
H -0.561 8.280 25.273 -0.14 -0.33 -0.06
H -0.329 10.004 25.443 0.42 -1.20 1.06
H -0.865 7.832 27.598 -0.18 0.31 -0.13
H 0.256 9.076 28.037 -0.30 0.51 0.33
H -2.496 8.620 29.192 0.17 0.74 -0.60
H -1.592 10.117 29.515 -0.04 0.07 0.60
H -3.423 11.480 28.431 -0.22 -0.41 0.15
H -3.854 10.608 29.885 -0.73 0.18 1.43
H -4.438 9.986 28.308 0.44 0.34 0.47
```
Forces are in eV/Å.

- highest occupied orbital energy (eV) = -8.946
- Kohn-Sham gap (eV) = 9.67
- LUMO (hartree) = 0.0265
- net charge = 0
- structure (SMILES) = COC[C@H](C)N.COC[C@H](C)N.COC[C@H](C)N.COC[C@H](C)N.CCOCC.CCOCC.CCOCC.CCOCC.CCOCC.CCOCC.CCOCC